This record from OMol25 describes one molecule with the formula C22H34N4O4. The level of theory is ωB97M-V with the def2-TZVPD basis set.

Element x y z (Å)
H (2.9885, -2.1787, -1.1885)
N (-1.1866, -1.1793, 1.3510)
C (-3.6402, -1.5129, 1.2716)
O (0.0891, 2.0397, 0.0739)
C (1.1437, 5.4661, -0.6537)
H (3.3399, 1.4015, 0.0902)
H (1.4274, -0.9109, -2.7227)
N (-3.8256, -2.6980, 3.3587)
H (1.9833, 5.9037, -0.1209)
C (-3.0219, -3.9463, 1.4986)
O (-0.7939, 4.0516, -0.3970)
H (-0.1449, 0.2587, -2.2820)
C (3.6153, 1.5301, -2.0330)
C (2.8227, -1.1024, -1.0584)
N (2.3430, 0.9255, -2.3593)
C (-0.4752, -1.7283, 2.4808)
C (4.1506, -0.4629, -0.6357)
H (0.5271, -1.3044, 2.5524)
H (2.1651, -0.9857, 0.9886)
C (0.5941, -1.9324, -0.1637)
O (-1.4127, -0.8646, -0.8627)
H (-2.5523, 0.3186, 0.9318)
H (-3.1240, -5.8389, 4.2905)
H (-0.7798, 2.9382, -3.2584)
H (-2.1013, 1.2275, -1.1014)
N (0.0500, 1.1220, -2.7744)
C (-2.8775, -5.0698, 2.2941)
C (2.3921, -0.5127, -2.4124)
C (-0.7114, 2.7315, -0.5109)
H (-2.5309, -0.2351, 2.6211)
H (0.5741, -2.2956, -1.1934)
C (-3.6879, -3.7732, 4.1127)
C (-3.2184, -4.9870, 3.6355)
H (1.3171, 0.1068, -0.1005)
O (1.3968, 2.9463, -2.6451)
H (3.4862, 2.6124, -2.0616)
H (-3.9687, -3.6510, 5.1512)
H (-3.6346, -1.7396, 0.2056)
C (1.7260, -0.9006, -0.0070)
H (-4.5719, -1.0112, 1.5328)
C (-1.1074, 1.9822, -2.8437)
C (4.0630, 1.0606, -0.6513)
C (-3.5057, -2.7731, 2.0724)
C (0.2344, 4.7354, 0.3221)
H (-2.7658, -3.9702, 0.4499)
H (-0.3997, -2.8178, 2.4189)
H (5.0342, 1.4956, -0.4104)
H (0.7549, -2.7890, 0.4899)
C (1.2655, 1.7328, -2.5663)
H (-0.2728, 5.4304, 0.9980)
H (4.3586, 1.2402, -2.7875)
H (3.1314, -0.8005, -3.1744)
C (-1.7546, 2.1974, -1.4604)
C (-0.7551, -1.2880, 0.0786)
H (-1.0167, -1.4855, 3.3919)
H (0.7996, 4.0008, 0.9049)
H (4.9307, -0.7800, -1.3333)
H (-2.5061, -5.9949, 1.8763)
H (-1.8411, 1.5216, -3.5103)
H (1.5095, 4.7611, -1.3972)
H (-2.5794, 2.9026, -1.5424)
H (4.4324, -0.8161, 0.3587)
C (-2.4762, -0.5566, 1.5812)
H (0.5939, 6.2525, -1.1641)

Atoms 1-2, force components in eV/Å:
-0.022 0.024 -0.041
-0.182 0.144 -0.010

Output
Gap between HOMO and LUMO in eV: 9.302
LUMO energy in Ha: 0.0242
SMILES: CCOC(=O)CCNC(=O)N1CCC[C@@H](CCC(=O)N(C)CCc2ccccn2)C1
F_max in eV/Å: 0.639
Multiplicity: 1
Total charge: 0

The natural (NBO) scheme yields these atomic charges, measured in e: atom 1 (H): 0.201, atom 2 (N): -0.438, atom 3 (C): -0.449, atom 4 (O): -0.647, atom 5 (C): -0.643, atom 6 (H): 0.210, atom 7 (H): 0.213, atom 8 (N): -0.443, atom 9 (H): 0.206, atom 10 (C): -0.262, atom 11 (O): -0.507, atom 12 (H): 0.415, atom 13 (C): -0.217, atom 14 (C): -0.205, atom 15 (N): -0.464, atom 16 (C): -0.411, atom 17 (C): -0.397, atom 18 (H): 0.205, atom 19 (H): 0.203, atom 20 (C): -0.503, atom 21 (O): -0.687, atom 22 (H): 0.225, atom 23 (H): 0.221, atom 24 (H): 0.235, atom 25 (H): 0.252, atom 26 (N): -0.659, atom 27 (C): -0.166, atom 28 (C): -0.214, atom 29 (C): 0.828, atom 30 (H): 0.209, atom 31 (H): 0.225, atom 32 (C): 0.045, atom 33 (C): -0.271, atom 34 (H): 0.254, atom 35 (O): -0.706, atom 36 (H): 0.250, atom 37 (H): 0.193, atom 38 (H): 0.227, atom 39 (C): -0.421, atom 40 (H): 0.231, atom 41 (C): -0.203, atom 42 (C): -0.411, atom 43 (C): 0.220, atom 44 (C): -0.079, atom 45 (H): 0.222, atom 46 (H): 0.200, atom 47 (H): 0.209, atom 48 (H): 0.217, atom 49 (C): 0.814, atom 50 (H): 0.180, atom 51 (H): 0.177, atom 52 (H): 0.193, atom 53 (C): -0.534, atom 54 (C): 0.719, atom 55 (H): 0.222, atom 56 (H): 0.203, atom 57 (H): 0.198, atom 58 (H): 0.217, atom 59 (H): 0.200, atom 60 (H): 0.256, atom 61 (H): 0.227, atom 62 (H): 0.206, atom 63 (C): -0.197, atom 64 (H): 0.204


This record from OMol25 describes one molecule with the formula C3H7NOS at a distorted geometry. The level of theory is ωB97M-V with the def2-TZVPD basis set.

Element x y z (Å)
H (-0.4847, 1.2799, 2.3282)
O (-0.4250, 0.5141, -2.6189)
H (0.7364, -1.8016, -1.0164)
C (0.1191, -0.0137, -1.6506)
H (-0.2558, -0.1832, 3.2683)
N (0.4795, -1.2915, -1.8371)
H (-1.4248, -0.1594, 1.7944)
C (0.3280, 0.7327, -0.3478)
S (0.8770, -0.2911, 1.1192)
H (-0.6270, 1.2300, -0.1338)
C (-0.4885, 0.1873, 2.2523)
H (1.1218, 1.5268, -0.5049)
H (0.0439, -1.7302, -2.6530)

Atoms 1-2, force components in eV/Å:
-0.119 -0.193 -0.076
0.074 1.045 0.916

Output
Gap between HOMO and LUMO in eV: 9.775
LUMO energy in Ha: 0.0274
SMILES: CSCC(N)=O
F_max in eV/Å: 2.400
Multiplicity: 1
Total charge: 0

The natural (NBO) scheme yields these atomic charges, measured in e: atom 1 (H): 0.217, atom 2 (O): -0.633, atom 3 (H): 0.395, atom 4 (C): 0.645, atom 5 (H): 0.238, atom 6 (N): -0.811, atom 7 (H): 0.221, atom 8 (C): -0.614, atom 9 (S): 0.140, atom 10 (H): 0.255, atom 11 (C): -0.725, atom 12 (H): 0.258, atom 13 (H): 0.415


This record from OMol25 describes C14H11F5IN3O2TeV as an isolated structure at a distorted geometry. The level of theory is ωB97M-V with the def2-TZVPD basis set.

Element x y z (Å)
H (0.1929, -2.8848, -0.5255)
C (-1.5198, 1.7410, 2.6018)
C (-1.9657, 1.2320, 1.3734)
N (-0.0131, -1.8842, 1.2800)
N (0.8639, 1.0040, 2.3557)
F (3.6014, -0.7170, -1.3519)
N (0.4089, 2.3448, 4.0219)
H (-2.1543, 2.6859, 4.4325)
H (-0.2352, -1.0357, 3.1555)
H (2.9683, 0.8095, 2.8022)
H (-5.2746, 1.8931, 1.6399)
C (-0.2644, -1.9606, 2.5997)
F (2.3334, 0.9499, 0.3541)
C (-0.0220, -3.0002, 0.5270)
C (1.7519, 2.0735, 4.1016)
O (0.7540, -0.5122, -0.9028)
I (-0.8471, -3.2135, 5.2653)
H (-4.5065, 2.8009, 3.8228)
H (-0.2671, -5.1135, 0.4629)
C (-2.4618, 2.3043, 3.4676)
Te (3.1166, -1.0594, 0.4255)
F (3.3985, -2.8832, 0.0817)
O (-1.1211, 0.6742, 0.4867)
C (-0.1106, 1.6900, 2.9690)
V (0.5108, -0.0836, 0.5169)
F (4.8326, -0.5895, 0.8416)
C (-0.2728, -4.2319, 1.0873)
H (-0.0953, 2.9689, 4.6285)
F (3.1074, -1.5245, 2.3218)
C (-3.3182, 1.2902, 1.0435)
C (-4.2288, 1.8519, 1.9105)
C (2.0264, 1.2469, 3.0679)
H (-3.6192, 0.8877, 0.0850)
H (2.3848, 2.4898, 4.8641)
C (-0.5103, -4.3254, 2.4505)
C (-3.7984, 2.3638, 3.1331)
H (-0.6920, -5.2881, 2.9091)
C (-0.5063, -3.1694, 3.2198)

Atoms 1-2, force components in eV/Å:
-0.016 0.024 -0.002
0.061 -0.085 -0.059

Output
Gap between HOMO and LUMO (alpha / beta) in eV: 6.463 / 6.461
LUMO energy (alpha / beta) in Ha: -0.2106 / -0.2106
F_max in eV/Å: 3.095
Multiplicity: 1
Total charge: +1

The natural (NBO) scheme yields these atomic charges, measured in e: atom 1 (H): 0.242, atom 2 (C): -0.105, atom 3 (C): 0.282, atom 4 (N): -0.468, atom 5 (N): -0.567, atom 6 (F): -0.623, atom 7 (N): -0.484, atom 8 (H): 0.209, atom 9 (H): 0.237, atom 10 (H): 0.248, atom 11 (H): 0.239, atom 12 (C): 0.034, atom 13 (F): -0.626, atom 14 (C): 0.079, atom 15 (C): -0.052, atom 16 (O): -0.275, atom 17 (I): 0.263, atom 18 (H): 0.238, atom 19 (H): 0.259, atom 20 (C): -0.177, atom 21 (Te): 2.750, atom 22 (F): -0.628, atom 23 (O): -0.527, atom 24 (C): 0.379, atom 25 (V): 1.290, atom 26 (F): -0.575, atom 27 (C): -0.215, atom 28 (H): 0.438, atom 29 (F): -0.687, atom 30 (C): -0.209, atom 31 (C): -0.169, atom 32 (C): -0.043, atom 33 (H): 0.242, atom 34 (H): 0.249, atom 35 (C): -0.127, atom 36 (C): -0.189, atom 37 (H): 0.255, atom 38 (C): -0.188


This record from OMol25 describes C31H30FN6O4ReS3 as an isolated structure at a distorted geometry. The level of theory is ωB97M-V with the def2-TZVPD basis set.

Element x y z (Å)
S (2.2532, 0.2984, 1.8649)
H (-4.7549, -0.3146, -2.4792)
H (4.4270, 3.5439, -2.7487)
C (-1.4912, 3.4103, 0.3010)
H (-2.8044, 1.1173, -1.9771)
C (-0.3210, -4.5418, 0.3903)
H (-3.0042, 1.0945, 2.6820)
C (-1.3063, -3.6186, 0.0746)
F (-4.5941, -2.7063, -3.4437)
H (-0.0258, 7.8865, -0.7114)
C (-1.1801, -1.6231, -3.0760)
N (4.8080, 0.3786, -3.1933)
C (1.2855, -2.8104, -0.0024)
H (-0.5291, 3.7002, 2.2126)
H (2.3066, -2.4672, -0.0001)
C (-0.9514, -2.3466, -0.2911)
C (-2.3140, 1.8829, 2.3858)
C (-1.3373, -0.3336, -2.5608)
H (-1.7061, -1.6175, -0.5463)
O (-1.1038, 0.7048, 0.4531)
H (5.6594, 2.6714, -3.5938)
H (0.6311, 5.7321, 1.5284)
H (-2.9793, -10.9177, 0.5907)
H (1.0143, -6.6643, 1.7007)
C (-0.6943, -5.9309, 0.6549)
S (1.7076, 2.0371, 0.8672)
H (0.7922, 6.9586, -1.9631)
H (1.5051, 7.0960, -0.3420)
H (2.5575, -1.7847, -1.9733)
S (-2.1708, 1.7947, 0.6113)
C (-1.7234, 3.9582, -0.9565)
C (-1.0850, -10.3368, 1.4365)
H (-1.3285, 1.6972, 2.8168)
Re (0.8342, 0.2044, -0.3492)
C (-3.7435, -0.6727, -2.6418)
H (4.6889, -1.6771, -3.2527)
N (2.4745, 0.2824, -1.7058)
C (0.5710, 6.9886, -0.8957)
H (-1.2549, 5.5427, -2.3149)
H (-3.5723, -8.6319, -0.1873)
H (-2.1411, -3.4333, -3.7661)
H (2.5452, 2.3533, -1.6979)
C (-2.6373, 0.1188, -2.3569)
C (4.2099, -0.7711, -2.8999)
H (1.8280, -4.7571, 0.6196)
N (0.3302, -1.9255, -0.3722)
C (3.0446, -0.8443, -2.1743)
C (4.2129, 1.4948, -2.7784)
N (-1.8125, -6.4513, 0.2422)
C (-0.0270, 5.2368, 0.8209)
C (-1.0719, 5.1221, -1.3319)
H (-0.1779, -2.0031, -3.2573)
H (-2.4234, 3.4980, -1.6430)
O (2.8134, 0.5254, 3.1513)
C (-0.1229, 0.5096, -2.2969)
H (-0.3560, 1.5746, -2.3386)
C (-0.1815, 5.7568, -0.4633)
C (3.0252, 1.4494, -2.0273)
O (3.1035, -0.3339, 0.8346)
N (0.1335, -6.8456, 1.2533)
C (-0.6742, 4.0742, 1.2076)
H (-2.7114, 2.8574, 2.6655)
C (-1.7347, -7.7930, 0.5763)
C (-2.6412, -8.8295, 0.3323)
C (-0.1751, -9.3316, 1.6768)
N (4.7775, 2.6790, -3.1126)
C (1.0022, -4.1027, 0.3719)
C (-2.2661, -2.4316, -3.3710)
H (-2.3475, -3.9142, 0.1023)
O (0.9242, -0.4000, 1.8333)
H (0.6074, 0.3024, -3.0708)
C (-0.5226, -8.0588, 1.2230)
C (-2.3009, -10.0915, 0.7661)
H (-0.8635, -11.3436, 1.7706)
C (-3.5358, -1.9383, -3.1497)
H (0.7617, -9.5256, 2.1873)

Atoms 1-2, force components in eV/Å:
0.785 1.438 0.624
0.118 -0.040 -0.051

Output
Expectation value of S²: 0.76
Gap between HOMO and LUMO (alpha / beta) in eV: 6.372 / 6.618
LUMO energy (alpha / beta) in Ha: -0.1538 / -0.1468
F_max in eV/Å: 1.753
Multiplicity: 2
Total charge: +1

The Löwdin scheme yields these atomic charges, measured in e: atom 1 (S): 0.164, atom 2 (H): 0.127, atom 3 (H): 0.108, atom 4 (C): -0.411, atom 5 (H): 0.075, atom 6 (C): -0.104, atom 7 (H): 0.066, atom 8 (C): 0.033, atom 9 (F): 0.079, atom 10 (H): 0.095, atom 11 (C): -0.070, atom 12 (N): 0.154, atom 13 (C): -0.113, atom 14 (H): 0.101, atom 15 (H): 0.095, atom 16 (C): -0.097, atom 17 (C): -0.207, atom 18 (C): -0.324, atom 19 (H): 0.102, atom 20 (O): -0.669, atom 21 (H): 0.116, atom 22 (H): 0.128, atom 23 (H): 0.105, atom 24 (H): 0.158, atom 25 (C): -0.288, atom 26 (S): 0.458, atom 27 (H): 0.082, atom 28 (H): 0.083, atom 29 (H): 0.097, atom 30 (S): 1.032, atom 31 (C): -0.081, atom 32 (C): -0.081, atom 33 (H): 0.072, atom 34 (Re): 1.350, atom 35 (C): 0.014, atom 36 (H): 0.124, atom 37 (N): -0.147, atom 38 (C): -0.035, atom 39 (H): 0.123, atom 40 (H): 0.116, atom 41 (H): 0.130, atom 42 (H): 0.082, atom 43 (C): -0.061, atom 44 (C): -0.077, atom 45 (H): 0.121, atom 46 (N): -0.069, atom 47 (C): -0.109, atom 48 (C): -0.337, atom 49 (N): 0.189, atom 50 (C): -0.030, atom 51 (C): -0.024, atom 52 (H): 0.120, atom 53 (H): 0.107, atom 54 (O): -0.283, atom 55 (C): -0.198, atom 56 (H): 0.063, atom 57 (C): -0.248, atom 58 (C): -0.071, atom 59 (O): -0.393, atom 60 (N): 0.169, atom 61 (C): -0.134, atom 62 (H): 0.077, atom 63 (C): -0.218, atom 64 (C): -0.009, atom 65 (C): -0.018, atom 66 (N): 0.161, atom 67 (C): 0.025, atom 68 (C): 0.006, atom 69 (H): 0.130, atom 70 (O): -0.460, atom 71 (H): 0.062, atom 72 (C): -0.186, atom 73 (C): -0.081, atom 74 (H): 0.107, atom 75 (C): -0.281, atom 76 (H): 0.112


This record from OMol25 describes a 2-piece molecular cluster, C6H9IO3 overall at a distorted geometry. The level of theory is ωB97M-V with the def2-TZVPD basis set.

Element x y z (Å)
C (-0.8335, -2.4962, -1.1242)
I (0.8079, -3.7359, -0.7339)
C (0.9033, -0.2181, -0.2066)
C (-1.2713, 2.3777, 1.2184)
O (0.2895, 1.0011, 0.0873)
C (2.8802, 0.8585, -1.0756)
O (-0.5905, 0.2667, 2.0920)
H (-1.9442, 2.4268, 2.0431)
C (-0.4439, 1.1101, 1.2269)
H (-1.8418, 2.3710, 0.3094)
H (-0.5000, -2.2103, -2.3044)
O (2.1687, -0.2007, -0.6971)
H (0.8870, -1.0151, 0.3970)
H (3.8695, 0.7314, -1.4510)
H (-1.8552, -2.4496, 0.8324)
H (2.4964, 1.8902, -0.9577)
C (-1.8043, -2.1613, -0.2338)
H (-2.6712, -1.7062, -0.7104)
H (-0.5464, 3.1597, 1.2882)

Atoms 1-2, force components in eV/Å:
0.744 0.604 -1.729
0.137 -0.259 0.602

Output
Gap between HOMO and LUMO (alpha / beta) in eV: 8.123 / 8.431
LUMO energy (alpha / beta) in Ha: 0.0153 / 0.0218
F_max in eV/Å: 4.234
Multiplicity: 1
Total charge: 0

The natural (NBO) scheme yields these atomic charges, measured in e: atom 1 (C): -0.383, atom 2 (I): 0.110, atom 3 (C): 0.333, atom 4 (C): -0.707, atom 5 (O): -0.526, atom 6 (C): -0.115, atom 7 (O): -0.580, atom 8 (H): 0.236, atom 9 (C): 0.800, atom 10 (H): 0.236, atom 11 (H): 0.265, atom 12 (O): -0.405, atom 13 (H): 0.164, atom 14 (H): 0.172, atom 15 (H): 0.237, atom 16 (H): 0.161, atom 17 (C): -0.446, atom 18 (H): 0.217, atom 19 (H): 0.233


This record from OMol25 describes one molecule with the formula C13H22O3Si at a distorted geometry. The level of theory is ωB97M-V with the def2-TZVPD basis set.

Element x y z (Å)
H (0.2275, -5.2278, -1.0411)
H (-0.6332, -1.9825, 3.0339)
H (-0.8074, -0.9467, 0.6655)
H (-1.2165, 0.1968, 1.9122)
H (0.8512, -2.1150, 2.1425)
C (1.6349, -3.6839, -0.7137)
H (-0.9733, -1.2983, -2.2550)
C (1.9228, 3.2306, 1.5389)
C (-0.3708, -0.4262, 1.5382)
O (-1.2902, 0.9060, -0.9029)
C (-0.2179, -1.9804, -1.8774)
H (2.3625, -4.3826, -0.3122)
C (0.1509, -1.3943, 2.5700)
H (-3.6977, 0.3908, 0.0289)
O (0.6138, 0.4032, 1.0708)
H (-1.9351, 2.2664, 0.5231)
O (0.9264, 2.5247, -0.5482)
C (0.8872, 3.4455, 0.4871)
C (-3.6367, 1.3658, -0.4606)
H (1.8946, 3.9903, 2.3412)
C (0.4356, -4.1840, -1.1577)
C (-0.4956, -3.3407, -1.7387)
C (1.9249, -2.3337, -0.8308)
H (1.1245, 0.2526, -2.6268)
H (2.8777, -1.9195, -0.5850)
H (1.8521, 2.2381, 1.9542)
C (-2.2015, 1.8867, -0.4890)
C (1.3895, -0.0530, -1.6134)
H (-1.3735, -3.7666, -2.1311)
H (2.4690, 0.1250, -1.4527)
H (0.6458, -0.8551, 3.3978)
Si (0.3261, 0.9909, -0.4785)
H (-2.0475, 2.7333, -1.2069)
H (-0.1153, 3.3228, 0.9371)
H (-4.3349, 2.0808, -0.0212)
H (2.9154, 3.3129, 1.0975)
H (0.9307, 4.4701, 0.0796)
H (-4.0028, 1.2227, -1.4870)
C (0.9868, -1.4655, -1.3888)

Atoms 1-2, force components in eV/Å:
-0.118 -0.423 -0.069
-0.388 -0.009 -0.080

Output
Gap between HOMO and LUMO in eV: 9.564
LUMO energy in Ha: 0.0327
SMILES: CCO[Si](Cc1ccccc1)(OCC)OCC
F_max in eV/Å: 2.475
Multiplicity: 1
Total charge: 0

The natural (NBO) scheme yields these atomic charges, measured in e: atom 1 (H): 0.210, atom 2 (H): 0.212, atom 3 (H): 0.172, atom 4 (H): 0.151, atom 5 (H): 0.217, atom 6 (C): -0.202, atom 7 (H): 0.214, atom 8 (C): -0.643, atom 9 (C): -0.059, atom 10 (O): -0.918, atom 11 (C): -0.177, atom 12 (H): 0.211, atom 13 (C): -0.629, atom 14 (H): 0.218, atom 15 (O): -0.907, atom 16 (H): 0.156, atom 17 (O): -0.908, atom 18 (C): -0.041, atom 19 (C): -0.632, atom 20 (H): 0.212, atom 21 (C): -0.231, atom 22 (C): -0.215, atom 23 (C): -0.214, atom 24 (H): 0.249, atom 25 (H): 0.208, atom 26 (H): 0.231, atom 27 (C): -0.052, atom 28 (C): -0.944, atom 29 (H): 0.208, atom 30 (H): 0.256, atom 31 (H): 0.208, atom 32 (Si): 2.344, atom 33 (H): 0.177, atom 34 (H): 0.146, atom 35 (H): 0.217, atom 36 (H): 0.206, atom 37 (H): 0.176, atom 38 (H): 0.210, atom 39 (C): -0.040